{
  "formula": "C50H72F19N3O22PS3",
  "method": "ωB97M-V/def2-TZVPD",
  "orbital_gap_ev": 6.66,
  "total_charge": 1,
  "homo_ha": -0.3806,
  "elements": ["C", "C", "C", "C", "C", "C", "C", "C", "C", "N", "N", "C", "C", "C", "C", "C", "O", "C", "N", "S", "C", "C", "O", "O", "C", "C", "C", "O", "C", "O", "C", "S", "S", "O", "O", "F", "C", "O", "C", "C", "C", "P", "O", "O", "H", "H", "H", "H", "H", "H", "H", "H", "H", "H", "H", "H", "H", "H", "H", "H", "H", "H", "H", "H", "H", "H", "H", "H", "H", "H", "H", "H", "H", "H", "H", "H", "H", "H", "H", "H", "H", "H", "H", "H", "H", "H", "C", "C", "O", "C", "O", "C", "F", "F", "F", "H", "H", "H", "H", "H", "C", "C", "O", "C", "O", "C", "F", "F", "F", "H", "H", "H", "H", "H", "C", "C", "O", "C", "O", "C", "F", "F", "F", "H", "H", "H", "H", "H", "C", "C", "O", "C", "O", "C", "F", "F", "F", "H", "H", "H", "H", "H", "C", "C", "O", "C", "O", "C", "F", "F", "F", "H", "H", "H", "H", "H", "C", "C", "O", "C", "O", "C", "F", "F", "F", "H", "H", "H", "H", "H"],
  "positions_angstrom": [[4.100, 0.945, 2.763], [4.636, 1.397, 1.593], [4.004, 1.739, 0.272], [2.528, 1.326, 0.022], [2.381, 1.237, -1.553], [3.010, 2.089, -2.380], [2.899, 1.964, -3.727], [2.130, 0.945, -4.170], [1.563, 0.111, -3.279], [1.658, 0.211, -1.967], [2.435, -0.035, 0.518], [1.180, -0.609, 0.890], [1.383, -1.945, 1.603], [1.393, -3.085, 0.596], [2.810, -3.392, 0.056], [2.978, -3.281, -1.459], [1.880, -3.732, -2.199], [0.460, 0.344, 1.795], [0.189, 1.647, 1.095], [-0.490, 2.714, 2.510], [-2.038, 1.961, 3.050], [-3.187, 2.959, 2.998], [-3.237, 3.913, 3.748], [-4.132, 2.675, 2.088], [-5.435, 2.513, 2.682], [-6.324, 1.700, 1.805], [-7.758, 1.924, 2.201], [-6.041, 1.944, 0.428], [-7.056, 1.672, -0.436], [-7.731, 2.561, -0.936], [-7.319, 0.248, -0.833], [-6.146, -0.969, -0.176], [-1.131, 1.533, -0.095], [-1.836, 0.408, 0.331], [-0.698, 1.565, -1.419], [-1.987, 2.724, 0.177], [1.550, 2.337, 0.671], [2.001, 2.708, 1.958], [2.832, 3.846, 2.161], [2.119, 5.142, 2.581], [2.718, 5.739, 3.853], [1.149, 3.859, -0.447], [0.097, 4.783, 0.352], [2.450, 4.771, -0.776], [4.333, -0.062, 3.069], [3.465, 1.498, 3.434], [5.708, 1.528, 1.594], [4.183, 2.784, 0.032], [4.579, 1.177, -0.443], [3.635, 2.880, -2.045], [3.404, 2.649, -4.369], [1.974, 0.798, -5.219], [0.982, -0.710, -3.655], [3.021, -0.644, -0.026], [0.520, -0.838, 0.059], [2.290, -1.934, 2.185], [0.522, -2.110, 2.238], [1.034, -3.988, 1.056], [0.701, -2.897, -0.204], [3.071, -4.395, 0.344], [3.504, -2.719, 0.533], [3.285, -2.279, -1.736], [3.803, -3.915, -1.735], [1.292, -3.002, -2.368], [1.055, 0.516, 2.678], [-0.451, -0.122, 2.114], [-1.912, 1.729, 4.095], [-2.325, 1.042, 2.564], [-5.872, 3.491, 2.805], [-5.372, 2.014, 3.635], [-6.131, 0.649, 1.982], [-7.777, 1.924, 3.277], [-8.393, 1.110, 1.890], [-8.121, 2.870, 1.838], [-8.301, -0.029, -0.497], [-7.348, 0.149, -1.899], [-6.847, -1.634, 0.743], [3.436, 3.594, 3.014], [3.569, 4.059, 1.403], [1.048, 5.038, 2.604], [2.323, 5.843, 1.787], [3.714, 5.393, 4.063], [2.764, 6.803, 3.712], [2.029, 5.585, 4.669], [-0.412, 5.289, -0.283], [3.330, 4.462, -0.537], [6.691, 7.544, 7.967], [6.959, 8.351, 6.718], [7.519, 7.512, 5.682], [6.647, 6.782, 5.024], [5.465, 6.748, 5.202], [7.357, 5.971, 3.928], [8.463, 5.391, 4.383], [7.693, 6.764, 2.907], [6.553, 5.014, 3.456], [7.597, 7.035, 8.298], [6.334, 8.187, 8.770], [5.948, 6.783, 7.774], [7.695, 9.128, 6.907], [6.056, 8.841, 6.356], [-13.110, -0.403, 6.151], [-12.164, 0.736, 5.843], [-10.785, 0.317, 5.953], [-10.289, -0.327, 4.918], [-10.853, -0.601, 3.903], [-8.811, -0.658, 5.178], [-8.617, -1.150, 6.399], [-8.057, 0.448, 5.057], [-8.356, -1.550, 4.306], [-12.889, -0.827, 7.131], [-14.140, -0.051, 6.142], [-13.012, -1.204, 5.419], [-12.286, 1.536, 6.569], [-12.348, 1.158, 4.857], [-2.004, -2.318, -1.982], [-3.273, -3.090, -2.264], [-3.466, -3.269, -3.679], [-2.781, -4.254, -4.231], [-2.028, -4.994, -3.677], [-3.119, -4.349, -5.726], [-3.113, -3.150, -6.310], [-4.328, -4.880, -5.903], [-2.231, -5.117, -6.354], [-2.008, -1.368, -2.519], [-1.911, -2.120, -0.913], [-1.131, -2.876, -2.309], [-4.128, -2.526, -1.910], [-3.278, -4.053, -1.756], [0.563, -6.216, -6.025], [1.166, -5.590, -7.262], [2.609, -5.663, -7.243], [3.136, -6.814, -7.613], [2.544, -7.790, -7.958], [4.670, -6.713, -7.585], [5.099, -6.126, -6.465], [5.099, -5.986, -8.623], [5.223, -7.912, -7.662], [0.980, -5.765, -5.124], [-0.517, -6.076, -6.022], [0.777, -7.284, -5.982], [0.928, -4.529, -7.303], [0.781, -6.046, -8.173], [2.339, 2.248, 5.804], [3.706, 1.771, 6.254], [4.401, 2.794, 6.984], [4.072, 2.924, 8.262], [3.263, 2.285, 8.856], [4.944, 4.018, 8.898], [5.004, 5.103, 8.113], [6.191, 3.577, 9.080], [4.477, 4.394, 10.076], [2.428, 3.173, 5.231], [1.860, 1.489, 5.184], [1.695, 2.454, 6.658], [4.333, 1.550, 5.393], [3.639, 0.863, 6.851], [3.259, -7.830, -12.231], [2.133, -7.545, -11.261], [0.970, -7.037, -11.946], [0.196, -7.939, -12.524], [0.364, -9.119, -12.538], [-1.017, -7.242, -13.162], [-0.649, -6.156, -13.846], [-1.879, -6.859, -12.213], [-1.649, -8.057, -13.991], [3.486, -6.942, -12.822], [4.154, -8.135, -11.691], [2.987, -8.623, -12.925], [2.429, -6.766, -10.563], [1.873, -8.425, -10.677]],
  "mulliken_charge": [-0.355, -1.012, -1.505, 1.646, 0.028, -0.556, -1.273, -1.030, -0.537, 0.323, 0.434, 1.066, -1.398, -0.339, -0.975, -0.335, -0.501, -2.001, -0.568, 0.152, -0.365, 0.227, -0.613, -0.054, -0.819, 0.824, -1.903, -0.225, 0.424, -0.565, -0.481, -0.264, 1.571, -0.523, -0.639, -0.136, 0.848, 0.709, -0.588, -0.533, -1.705, -0.215, -0.288, -0.632, 0.517, -0.564, 0.526, 0.626, 0.618, 0.280, 0.559, 0.461, 0.440, 0.670, 0.139, 0.252, 0.656, 0.590, -0.037, 0.465, 0.480, 0.033, 0.472, 0.174, -0.214, 1.085, 0.870, -0.050, 0.233, 0.505, 0.022, 0.531, 0.485, 0.429, 0.347, 0.418, 0.132, 0.660, -0.040, 0.310, 0.464, 0.417, 0.501, 0.273, 0.409, 0.474, -0.760, -0.270, -0.337, 0.321, -0.461, 0.866, -0.256, -0.272, -0.195, 0.328, 0.406, 0.101, 0.324, 0.304, -1.115, -0.215, -0.300, 0.343, -0.507, 0.936, -0.253, -0.267, -0.255, 0.310, 0.374, 0.321, 0.319, 0.321, -0.250, -0.580, -0.399, 0.494, -0.524, 0.824, -0.268, -0.268, -0.294, 0.307, 0.159, 0.118, 0.202, 0.401, -0.776, -0.078, -0.353, 0.367, -0.507, 0.877, -0.249, -0.259, -0.241, 0.255, 0.155, 0.344, 0.364, 0.194, -0.906, -0.210, -0.314, 0.291, -0.528, 0.945, -0.359, -0.258, -0.253, 0.200, 0.166, 0.597, 0.251, 0.337, -1.303, 0.114, -0.349, 0.324, -0.507, 0.905, -0.249, -0.252, -0.240, 0.347, 0.375, 0.346, 0.107, 0.364]
}